ORCA calculation (ωB97M-V with the def2-TZVPD basis set) on 5 unconnected molecules or ions with the total composition C25H28F32IN5O5P in a non-equilibrium geometry.

Element x y z (Å)
1 C 1.354 3.550 0.900
2 C 0.880 2.095 0.675
3 C 0.597 1.786 -0.820
4 C -0.831 1.288 -1.108
5 N -1.814 2.370 -1.384
6 N -2.718 2.513 -0.364
7 C -3.622 1.679 0.108
8 N -4.257 2.225 1.139
9 N -3.735 3.411 1.267
10 N -2.840 3.609 0.389
11 P -1.983 5.219 0.437
12 O -3.264 6.234 0.605
13 I -1.069 5.745 -1.787
14 H 2.301 3.702 0.376
15 H 1.484 3.777 1.960
16 H 0.653 4.279 0.477
17 H 0.043 1.868 1.348
18 H 1.719 1.469 0.994
19 H 0.732 2.723 -1.375
20 H 1.314 1.048 -1.181
21 H -1.159 0.622 -0.305
22 H -0.776 0.677 -2.011
23 H -2.282 2.249 -2.271
24 H -3.772 0.704 -0.331
25 H -2.984 7.098 0.270
26 C -3.147 -3.475 0.300
27 C -2.321 -2.321 -0.304
28 C -1.111 -2.681 -1.177
29 F -0.200 -3.437 -0.549
30 F -0.475 -1.536 -1.554
31 F -1.960 -1.477 0.692
32 F -3.175 -1.608 -1.107
33 O -2.837 -3.879 1.644
34 C -1.752 -4.751 1.799
35 C -0.549 -4.098 2.495
36 F -0.190 -2.939 1.907
37 F 0.515 -4.925 2.441
38 F -1.443 -5.297 0.610
39 F -2.176 -5.768 2.571
40 H -4.166 -3.095 0.371
41 H -3.214 -4.330 -0.372
42 H -1.423 -3.206 -2.084
43 H -0.783 -3.886 3.541
44 C -7.369 -4.444 4.391
45 C -7.859 -3.462 3.311
46 C -8.901 -3.974 2.315
47 F -8.486 -5.060 1.634
48 F -9.162 -3.008 1.399
49 F -6.783 -2.952 2.662
50 F -8.431 -2.417 3.970
51 O -6.167 -5.166 4.147
52 C -6.210 -6.311 3.371
53 C -5.514 -6.131 2.019
54 F -5.969 -5.042 1.362
55 F -5.740 -7.199 1.223
56 F -7.479 -6.736 3.247
57 F -5.553 -7.266 4.054
58 H -7.124 -3.824 5.252
59 H -8.168 -5.103 4.731
60 H -9.838 -4.217 2.825
61 H -4.439 -6.016 2.149
62 C 4.093 -3.176 -0.945
63 C 3.248 -1.963 -1.375
64 C 2.381 -2.121 -2.626
65 F 3.085 -2.454 -3.721
66 F 1.757 -0.945 -2.911
67 F 4.054 -0.885 -1.485
68 F 2.395 -1.694 -0.342
69 O 5.448 -3.236 -1.367
70 C 5.738 -3.700 -2.639
71 C 6.267 -2.600 -3.566
72 F 5.448 -1.528 -3.585
73 F 6.353 -3.067 -4.829
74 F 4.669 -4.340 -3.149
75 F 6.703 -4.625 -2.499
76 H 4.167 -3.103 0.140
77 H 3.575 -4.116 -1.134
78 H 1.607 -2.876 -2.471
79 H 7.254 -2.268 -3.240
80 C 6.109 7.226 -2.659
81 C 4.961 6.308 -2.202
82 C 3.902 6.914 -1.281
83 F 4.414 7.416 -0.144
84 F 3.010 5.951 -0.920
85 F 5.485 5.190 -1.657
86 F 4.309 5.908 -3.332
87 O 7.328 7.193 -1.929
88 C 7.432 7.926 -0.760
89 C 7.516 7.042 0.489
90 F 6.509 6.146 0.534
91 F 7.429 7.806 1.599
92 F 6.436 8.829 -0.692
93 F 8.575 8.629 -0.849
94 H 6.393 6.861 -3.646
95 H 5.769 8.249 -2.820
96 H 3.350 7.709 -1.791
97 H 8.460 6.494 0.507

Calculated values
total charge: +1
spin multiplicity: 1
highest occupied orbital energy: -12.89 eV
molar mass: 1244.34 g mol⁻¹
strongest force on any atom: 2.30 eV/A
gap between HOMO and LUMO: 8.8 eV